# C26H17Br2F6LiN3O7S2

A molecular structure, C26H17Br2F6LiN3O7S2 (ωB97M-V with the def2-TZVPD basis set, the OMol25 dataset).

The geometry in XYZ format:
```
64
Properties=species:S:1:pos:R:3:forces:R:3
Li -1.723318 0.373792 0.553280 0.02 -0.13 -0.54
O 0.327901 -0.198093 0.285765 -0.14 0.13 0.16
C 1.142997 0.852825 -0.255464 0.06 0.01 0.07
C 0.183796 2.042558 -0.632677 0.03 -0.06 -0.16
O 0.688746 2.929203 -1.323828 -0.01 -0.01 0.04
O -0.983365 1.952661 -0.179900 0.04 0.04 0.04
C 2.109479 1.387320 0.787858 -0.01 -0.01 -0.02
C 1.891045 1.186466 2.145213 0.05 0.04 0.03
C 2.780132 1.703699 3.082725 -0.03 -0.02 0.00
C 3.882301 2.433030 2.672912 0.02 0.01 -0.01
C 4.090581 2.656657 1.315723 0.00 0.01 0.00
C 3.211702 2.139969 0.380661 -0.04 -0.02 0.03
C 1.875574 0.257747 -1.455328 -0.02 -0.01 0.01
C 1.491286 0.495297 -2.769437 -0.03 -0.01 0.00
C 2.096250 -0.191850 -3.816533 -0.02 0.01 0.03
C 3.100926 -1.115299 -3.565410 -0.01 0.01 -0.01
C 3.505402 -1.343735 -2.256046 0.01 -0.03 0.02
C 2.895080 -0.662847 -1.214874 0.03 -0.01 -0.02
H 0.867063 -0.765844 0.849534 -0.03 -0.02 -0.03
H 1.020777 0.649603 2.498350 -0.02 -0.03 -0.02
H 2.593200 1.536714 4.136260 0.00 0.00 -0.01
H 4.573109 2.836213 3.403302 0.00 0.00 0.00
H 4.941835 3.240877 0.987416 -0.01 0.00 0.00
H 3.354278 2.328423 -0.675341 0.02 0.01 0.01
H 0.722725 1.229532 -2.972464 0.01 0.00 0.01
H 1.771305 -0.001239 -4.832672 0.02 0.00 -0.01
H 3.570628 -1.649360 -4.382389 0.00 0.00 0.00
H 4.289728 -2.059853 -2.043638 -0.01 0.00 -0.01
H 3.217081 -0.848740 -0.194991 0.00 0.01 -0.02
Br 2.303339 -4.717476 -0.832556 0.03 0.02 -0.02
C 0.571654 -3.968069 -0.679009 -0.04 -0.01 0.02
C -0.294892 -4.455570 0.283773 0.00 -0.01 -0.01
C -1.555600 -3.883373 0.354921 -0.01 0.02 -0.02
N -1.966921 -2.903205 -0.440715 0.07 0.01 0.02
C -1.103394 -2.431419 -1.334764 -0.03 0.00 0.06
C 0.183847 -2.936115 -1.509149 0.06 -0.04 0.04
C -1.559312 -1.278741 -2.155479 -0.18 0.04 -0.09
C -1.265914 -1.233616 -3.512953 0.02 0.04 -0.02
C -1.696857 -0.131615 -4.224758 0.00 -0.03 -0.01
Br -1.297897 -0.003533 -6.071928 0.00 0.00 0.00
C -2.398609 0.877101 -3.597081 -0.02 -0.01 0.02
C -2.643203 0.731105 -2.238025 0.01 0.04 0.01
N -2.241490 -0.318895 -1.529621 0.11 -0.07 0.06
H -0.005756 -5.249795 0.956587 0.02 0.00 -0.01
H -2.265505 -4.230980 1.097697 -0.01 0.01 -0.02
H 0.866420 -2.499775 -2.228182 -0.02 -0.01 0.02
H -0.706927 -2.028126 -3.987008 -0.02 0.02 -0.01
H -2.729037 1.757364 -4.128204 0.00 0.00 0.00
H -3.156592 1.508982 -1.686081 0.03 -0.01 0.00
F -2.758243 4.212852 3.460701 0.03 -0.02 -0.03
C -2.467313 3.496190 2.365029 -0.07 0.07 0.09
F -1.154797 3.434468 2.250509 -0.01 -0.02 -0.04
F -2.983786 4.123095 1.310218 0.00 -0.01 0.02
S -3.276198 1.825259 2.512944 -0.06 0.19 -0.09
O -3.464512 1.336882 1.167170 0.14 -0.11 0.01
O -4.447435 2.054440 3.300821 -0.03 -0.01 0.02
N -2.117631 1.093178 3.296725 -0.02 0.17 0.34
S -1.799536 -0.423739 3.288032 0.06 -0.15 0.22
O -1.953102 -1.040718 1.990580 -0.02 -0.06 -0.09
O -0.600205 -0.690788 4.021412 0.06 0.02 -0.01
C -3.126727 -1.201523 4.302686 -0.03 -0.03 -0.07
F -3.153042 -0.681475 5.528453 -0.01 -0.01 -0.02
F -4.317409 -1.020169 3.731811 0.02 0.00 0.03
F -2.905678 -2.517957 4.407422 0.01 0.02 -0.01
```
Positions in Å, forces in eV/Å.

LUMO level   2.1 eV
Relative energy (zero: lowest compared OMol25 entry of this formula, charge and spin)   0.000 eV
E_tot   -8243.3151 Ha
Net charge   -1